No. 1
72
Properties=species:S:1:pos:R:3 method="wB97M-V/def2-TZVPD" homo_lumo_gap_ha="0.140 / 0.140" e_tot_ha=-2645.52780 homo_energy_ev="-18.993 / -18.994" charge=+4 e_above_lowest_ev=7.668 molar_mass_da=583.288 lumo_ev="-15.1739 / -15.1740" multiplicity=1
Sn 0.311 -0.537 -0.529
P 2.790 0.351 -1.753
P -1.222 1.504 -1.402
P 0.779 -1.332 1.980
H -4.662 -0.888 0.039
C -4.398 -1.168 1.078
C -4.242 -0.223 2.050
H -4.560 0.795 1.891
C 2.753 -0.498 -3.372
C 2.823 2.067 -2.010
C 4.069 -0.178 -0.781
C -2.901 1.567 -0.707
C -0.664 3.251 -1.380
C -1.466 1.139 -3.181
C -0.761 -1.538 2.943
C 1.884 -0.527 3.206
C 1.462 -3.022 1.959
H -4.064 -2.203 1.231
H -3.940 -0.503 3.042
H 3.770 -0.435 -3.629
H 2.101 0.037 -4.058
H 2.399 -1.554 -3.257
H 3.817 2.210 -2.482
H 2.796 2.641 -1.065
H 2.050 2.459 -2.687
H 4.969 0.097 -1.390
H 4.102 -1.263 -0.584
H 4.124 0.365 0.182
H -3.628 1.632 -1.524
H -3.020 2.455 -0.072
H -3.143 0.683 -0.097
H -0.891 3.730 -2.342
H 0.418 3.314 -1.184
H -1.172 3.813 -0.585
H -1.850 2.023 -3.694
H -2.178 0.316 -3.300
H -0.508 0.847 -3.652
H -0.736 -2.485 3.493
H -1.644 -1.546 2.290
H -0.882 -0.723 3.668
H 1.944 -1.110 4.131
H 1.538 0.487 3.438
H 2.889 -0.441 2.779
H 1.124 -3.584 2.840
H 2.558 -2.980 1.968
H 1.149 -3.565 1.061
C -0.244 -3.098 -1.558
C 0.396 -3.162 -2.870
C 0.709 -4.484 -3.339
C 0.442 -5.616 -2.571
C -0.108 -5.516 -1.295
C -0.354 -4.201 -0.778
O -1.244 -2.274 -0.998
H 1.261 -0.009 -1.709
H 0.592 -2.295 -3.495
H 1.165 -4.663 -4.317
H 0.670 -6.633 -2.918
H -0.307 -6.309 -0.621
H -0.866 -4.036 0.124
C 0.606 4.998 2.318
N -0.365 3.923 2.477
C -1.642 4.052 2.996
C -2.236 2.867 2.912
N -1.348 1.995 2.346
C -0.176 2.644 2.028
S 1.135 1.961 1.183
H 1.590 4.644 2.632
H 0.669 5.320 1.270
H 0.296 5.850 2.938
H -1.995 5.012 3.388
H -3.233 2.526 3.209
H -1.499 1.020 2.096

***

No. 2
67
Properties=species:S:1:pos:R:3 method="wB97M-V/def2-TZVPD" homo_lumo_gap_ha=0.352 e_tot_ha=-1333.42673 homo_energy_ev=-12.541 charge=+1 molar_mass_da=355.656 lumo_ev=-2.9666 multiplicity=1
C 2.469 -4.208 2.811
C 3.233 -3.023 3.411
C 2.434 -1.716 3.307
C 3.287 -0.465 3.066
C 4.103 -0.559 1.760
C 3.994 0.694 0.851
C 3.387 0.346 -0.519
C 3.790 1.272 -1.662
C 3.254 2.723 -1.625
C 2.052 3.009 -0.722
C 0.717 2.310 -1.077
C 0.561 1.854 -2.524
C -0.667 0.959 -2.687
C -0.431 -0.465 -2.145
C -1.738 -1.225 -2.062
C -1.797 -2.737 -2.048
S -3.621 -2.981 -2.035
C -3.762 -1.575 -0.987
N -4.854 -1.367 -0.221
C -4.714 -0.708 1.107
C -5.313 0.692 1.177
C -4.831 1.681 0.105
C -5.960 2.587 -0.409
N -2.706 -0.797 -1.038
H 2.481 -4.167 1.722
H 1.450 -4.257 3.190
H 2.967 -5.139 3.087
H 4.200 -2.950 2.920
H 3.375 -3.245 4.468
H 1.864 -1.595 4.231
H 1.695 -1.791 2.503
H 3.940 -0.325 3.927
H 2.604 0.383 3.023
H 3.754 -1.444 1.227
H 5.152 -0.735 1.987
H 3.373 1.407 1.383
H 4.986 1.110 0.686
H 3.777 -0.643 -0.770
H 2.306 0.227 -0.433
H 4.879 1.294 -1.686
H 3.484 0.808 -2.602
H 4.061 3.364 -1.275
H 2.992 3.046 -2.631
H 2.277 2.815 0.323
H 1.874 4.084 -0.782
H 0.549 1.484 -0.384
H -0.086 3.024 -0.881
H 0.399 2.742 -3.136
H 1.427 1.312 -2.897
H -1.494 1.402 -2.121
H -0.983 0.856 -3.724
H 0.071 -0.432 -1.177
H 0.229 -0.982 -2.839
H -2.252 -0.974 -3.002
H -1.318 -3.120 -2.943
H -1.390 -3.230 -1.169
H -5.448 -2.183 -0.199
H -3.676 -0.728 1.435
H -5.276 -1.322 1.808
H -6.400 0.632 1.165
H -5.034 1.076 2.159
H -4.451 1.152 -0.770
H -4.046 2.315 0.516
H -5.518 3.398 -0.984
H -6.575 2.028 -1.113
H -6.566 2.980 0.400
H -2.538 0.022 -0.475

***

No. 3
77
Properties=species:S:1:pos:R:3 method="wB97M-V/def2-TZVPD" homo_lumo_gap_ha=0.229 e_tot_ha=-1585.68567 homo_energy_ev=-11.140 charge=+1 molar_mass_da=474.627 lumo_ev=-4.9131 multiplicity=1
C -5.158 -1.841 1.791
C -3.963 -2.618 2.370
O -2.776 -1.816 2.478
C -1.887 -1.872 1.425
C -0.773 -2.927 1.567
C -0.640 -3.620 2.939
N -1.781 -4.503 3.212
N -0.363 -2.767 4.066
N 0.552 -4.479 2.800
N -2.605 -2.134 0.084
C -1.732 -1.952 -0.963
N -1.450 -3.018 -1.703
N -1.195 -0.717 -1.250
C -0.469 -0.292 0.006
C -1.329 -0.410 1.251
C -0.675 0.144 2.516
C 0.692 0.038 2.665
C 1.302 0.573 3.790
C 0.449 1.154 4.714
C -0.903 1.169 4.468
N -1.527 0.700 3.383
H -5.319 -2.123 0.750
H -4.945 -0.775 1.835
H -6.042 -2.088 2.370
H -3.804 -3.572 1.876
H -4.239 -2.870 3.393
H 0.205 -2.502 1.343
H -0.907 -3.727 0.837
H -2.431 -4.048 3.841
H -1.440 -5.337 3.667
H -1.099 -2.105 4.267
H 0.549 -2.339 4.026
H 0.256 -5.286 2.259
H 0.780 -4.825 3.727
H -3.240 -1.330 0.023
H -0.511 -3.300 -1.946
H -2.232 -3.539 -2.076
H -1.951 -0.071 -1.472
H -0.120 0.727 -0.167
H 0.423 -0.913 0.040
H -2.223 0.195 1.070
H 1.293 -0.456 1.918
H 2.366 0.540 3.963
H 0.835 1.595 5.620
H -1.545 1.606 5.227
C 0.640 3.971 -0.099
O -0.154 3.223 -1.011
C -1.311 3.936 -1.444
C -1.095 4.576 -2.800
O -0.085 5.565 -2.759
C 1.170 5.071 -3.202
H 1.629 3.516 -0.066
H 0.743 5.012 -0.408
H 0.200 3.932 0.904
H -1.600 4.683 -0.700
H -2.128 3.210 -1.526
H -2.022 5.069 -3.108
H -0.857 3.812 -3.549
H 1.192 5.034 -4.296
H 1.371 4.075 -2.805
H 1.947 5.752 -2.859
C 2.159 1.305 -3.330
O 3.427 1.863 -3.613
C 4.444 1.407 -2.733
C 5.262 0.286 -3.339
O 4.482 -0.879 -3.563
C 4.042 -1.005 -4.907
H 1.524 1.448 -4.205
H 2.221 0.235 -3.116
H 1.703 1.821 -2.476
H 4.011 1.094 -1.777
H 5.104 2.258 -2.541
H 6.053 0.013 -2.635
H 5.739 0.615 -4.267
H 4.852 -1.390 -5.534
H 3.691 -0.055 -5.313
H 3.218 -1.719 -4.922